Run i
52
Properties=species:S:1:pos:R:3 method="wB97M-V/def2-TZVPD" smiles="COc1ccccc1[C@H](CNC(=O)c1cc(C)nc2ccccc12)N(C)C" homo_lumo_gap_ev=7.538 charge=0
C 0.62 -5.72 -0.43
O 0.35 -4.44 -0.98
C -0.70 -3.65 -0.20
C -1.59 -4.07 0.86
C -2.36 -3.32 1.62
C -2.58 -2.05 1.31
C -1.90 -1.49 -0.08
C -0.91 -2.23 -0.70
C -0.14 -1.76 -1.76
C 1.31 -1.19 -1.06
N 0.90 0.01 -0.29
C 1.60 1.21 -0.32
O 2.34 1.44 -1.31
C 1.00 2.15 0.68
C -0.47 2.37 0.45
C -1.04 3.15 1.58
C -2.37 3.22 2.00
N -0.43 4.03 2.41
C 1.18 3.94 2.04
C 1.91 4.88 3.06
C 3.22 4.77 2.87
C 3.91 3.93 1.82
C 3.04 3.14 1.11
C 1.74 3.01 1.26
N -0.67 -0.71 -2.57
C -0.01 0.17 -3.53
C -1.91 -1.37 -3.05
H -0.34 -6.41 -0.65
H 1.39 -5.98 -1.23
H 0.96 -5.70 0.48
H -1.07 -5.04 1.28
H -2.86 -3.76 2.21
H -3.47 -1.59 1.65
H -2.16 -0.65 -0.29
H 0.13 -2.68 -2.45
H 1.60 -1.93 -0.47
H 1.95 -0.67 -1.95
H 0.24 -0.15 0.55
H -0.96 1.66 0.35
H -2.94 3.59 0.86
H -2.73 2.44 2.19
H -2.74 3.97 2.68
H 1.28 5.59 3.45
H 4.01 5.44 3.28
H 4.88 3.96 1.89
H 3.47 2.41 0.56
H -0.96 0.74 -3.97
H 0.53 -0.64 -4.20
H 0.58 0.73 -3.01
H -2.72 -0.66 -3.51
H -1.61 -2.05 -3.88
H -2.53 -2.04 -2.63

=====

Run ii
52
Properties=species:S:1:pos:R:3 method="wB97M-V/def2-TZVPD" smiles="COc1cccc(N2CCN(CC(=O)c3c(C)[nH]c4ccccc34)CC2)c1" homo_lumo_gap_ev=8.182 charge=0
C 0.56 -4.82 0.59
O -0.12 -3.78 -0.06
C -0.57 -2.72 0.69
C -0.30 -2.55 2.04
C -0.77 -1.40 2.66
C -1.49 -0.45 1.97
C -1.81 -0.63 0.61
N -2.64 0.24 -0.07
C -2.56 0.39 -1.51
C -2.02 1.79 -1.85
N -1.20 2.22 -0.75
C -0.15 3.15 -1.11
C 0.89 2.32 -1.86
O 1.21 2.58 -3.00
C 1.33 1.12 -1.16
C 1.55 -0.10 -1.78
C 1.41 -0.47 -3.21
N 1.90 -1.02 -0.85
C 1.95 -0.44 0.39
C 2.34 -0.99 1.60
C 2.34 -0.16 2.71
C 1.98 1.18 2.59
C 1.61 1.73 1.38
C 1.58 0.91 0.25
C -2.01 2.56 0.40
C -3.09 1.47 0.54
C -1.33 -1.79 0.00
H 0.77 -5.56 -0.18
H 1.50 -4.48 1.03
H -0.06 -5.28 1.37
H 0.26 -3.27 2.61
H -0.56 -1.24 3.70
H -1.80 0.43 2.50
H -1.89 -0.36 -1.92
H -3.56 0.25 -1.94
H -2.84 2.50 -2.05
H -1.41 1.74 -2.76
H 0.29 3.57 -0.21
H -0.50 3.97 -1.75
H 0.70 -1.30 -3.32
H 2.37 -0.79 -3.61
H 1.07 0.38 -3.78
H 2.02 -2.01 -1.03
H 2.64 -2.02 1.68
H 2.63 -0.55 3.67
H 2.00 1.81 3.47
H 1.38 2.78 1.32
H -2.49 3.56 0.31
H -1.35 2.57 1.28
H -3.36 1.31 1.58
H -3.99 1.78 0.00
H -1.55 -2.03 -1.03

=====

Relative to the most stable one, in kJ/mol, the structures come out at run i 1696.5; run ii 0.0.

=====

Run i
9
Properties=species:S:1:pos:R:3 method="wB97M-V/def2-TZVPD" homo_lumo_gap_ev=8.851 charge=0
O -3.36 0.21 -0.36
C -2.23 -0.35 -0.14
S -0.79 0.88 0.07
C 0.58 -0.20 0.27
C 1.87 0.40 0.11
F 1.76 1.84 -0.15
Cl 3.51 -0.16 -0.21
H -1.85 -1.43 0.23
H 0.51 -1.20 0.16

=====

Run ii
9
Properties=species:S:1:pos:R:3 method="wB97M-V/def2-TZVPD" homo_lumo_gap_ev=8.195 charge=0
O 0.75 -0.71 2.47
C 0.73 -0.58 1.15
S 2.14 -0.94 0.23
C -0.64 -0.43 0.42
C -0.80 0.51 -0.54
F 0.32 1.07 -1.31
Cl -2.18 0.94 -1.27
H -0.10 -0.99 2.91
H -1.66 -0.70 0.85

=====

Relative to the most stable one, in kJ/mol, the structures come out at run i 62.8; run ii 0.0.

=====

Run i
17
Properties=species:S:1:pos:R:3 method="wB97M-V/def2-TZVPD" spin_multiplicity=2 homo_lumo_gap_ev="9.625 / 6.000" charge=0
N 0.21 3.78 2.83
C -0.03 -1.98 -0.76
C -0.12 -3.33 -1.00
S 0.71 0.78 0.93
C -0.95 -0.84 -1.19
N -0.04 0.18 -1.85
H -0.32 3.37 3.64
H 0.61 3.08 2.30
H -0.27 4.62 2.44
H 0.82 -1.60 -0.17
H -0.73 -3.73 -1.79
H 0.38 -4.04 -0.36
H 2.00 0.72 1.32
H -1.51 -0.31 -0.41
H -1.68 -1.26 -1.91
H 0.40 -0.18 -2.78
H 0.52 0.74 -1.23

=====

Run ii
17
Properties=species:S:1:pos:R:3 method="wB97M-V/def2-TZVPD" spin_multiplicity=2 homo_lumo_gap_ev="6.098 / 9.553" charge=0
C -0.09 -1.03 -2.05
S 0.11 0.70 -1.53
C 1.59 1.03 -2.46
H -0.20 -1.02 -3.12
H 0.79 -1.59 -1.76
H -0.97 -1.42 -1.56
H 1.60 0.55 -3.44
H 2.49 0.71 -1.94
H 1.70 2.10 -2.66
N -0.39 -0.06 3.74
C -0.90 -0.01 2.45
N -0.56 -1.04 1.57
H 0.38 -0.69 3.92
H -0.96 0.10 4.54
H -1.34 0.88 2.04
H -0.73 -0.95 0.58
H -0.47 -1.99 1.91

=====

Relative to the most stable one, in kJ/mol, the structures come out at run i 142.6; run ii 0.0.

=====

Run i
24
Properties=species:S:1:pos:R:3 method="wB97M-V/def2-TZVPD" smiles=NCCCN.O.O.O homo_lumo_gap_ev=9.275 charge=0
N -2.06 -0.60 -1.47
C -1.30 -1.41 -0.55
C -0.73 -0.84 0.79
C 0.67 -0.34 0.62
N 0.94 0.59 1.74
H -2.97 -0.28 -1.17
H -1.58 0.22 -1.82
H -1.86 -2.28 -0.17
H -0.57 -1.98 -1.12
H -0.68 -1.64 1.53
H -1.56 -0.24 1.25
H 1.31 -1.24 0.51
H 0.84 0.21 -0.38
H 1.41 1.42 1.48
H 1.49 0.19 2.48
O -1.08 2.20 2.11
H -0.19 2.24 1.79
H -1.50 1.42 1.76
O 1.15 -1.27 -2.42
H 1.99 -1.73 -2.21
H 0.67 -2.00 -2.82
O 2.10 2.63 -0.37
H 1.28 2.95 -0.77
H 2.24 1.78 -0.78

=====

Run ii
24
Properties=species:S:1:pos:R:3 method="wB97M-V/def2-TZVPD" smiles=CNCCN.O.O.O homo_lumo_gap_ev=8.778 charge=0
C -0.06 -0.24 -1.62
N 0.08 0.32 -0.27
C 1.16 1.26 -0.07
C 2.33 0.57 0.81
N 3.03 1.64 1.50
H -0.57 -1.21 -1.65
H -0.40 0.49 -2.34
H 0.93 -0.66 -1.83
H -0.84 0.55 0.07
H 0.84 2.19 0.39
H 1.67 1.47 -1.02
H 2.82 0.11 -0.07
H 1.99 -0.28 1.39
H 3.85 2.00 1.05
H 3.25 1.45 2.47
O -6.30 -3.19 -1.06
H -5.87 -2.33 -1.01
H -5.69 -3.78 -1.48
O 5.77 0.43 4.36
H 4.98 -0.02 4.07
H 6.37 0.23 3.66
O -6.17 -0.13 -2.25
H -6.04 -0.58 -3.08
H -7.10 -0.31 -2.03

=====

Relative to the most stable one, in kJ/mol, the structures come out at run i 0.0; run ii 10.7.

=====

Run i
13
Properties=species:S:1:pos:R:3 method="wB97M-V/def2-TZVPD" smiles="CN(C=S)C(=S)C=S" homo_lumo_gap_ev=7.310 charge=0
C -0.47 -1.49 0.84
N -0.28 -0.07 0.29
C -0.08 0.98 1.18
S 0.21 2.52 0.90
C -0.17 0.07 -1.05
S -1.29 -0.54 -2.13
C 0.93 0.91 -1.59
S 2.50 0.74 -1.29
H 0.46 -2.01 0.67
H -1.35 -1.94 0.38
H -0.67 -1.37 1.95
H -0.39 0.59 2.18
H 0.58 1.63 -2.34

=====

Run ii
13
Properties=species:S:1:pos:R:3 method="wB97M-V/def2-TZVPD" homo_lumo_gap_ev=7.639 charge=0
C -1.08 2.14 0.34
C -1.41 0.80 -0.29
C 0.72 -0.75 1.11
C 1.11 -0.31 -0.26
H -1.94 2.50 0.94
H -0.22 2.02 1.02
H -0.80 2.86 -0.42
H -2.27 0.91 -0.95
H 1.54 -1.12 1.71
N -0.44 -0.90 1.63
S -1.89 -0.44 0.93
S 2.65 -0.53 -0.74
S -0.09 0.22 -1.39

=====

Relative to the most stable one, in kJ/mol, the structures come out at run i 91.6; run ii 0.0.

=====

Run i
16
Properties=species:S:1:pos:R:3 method="wB97M-V/def2-TZVPD" spin_multiplicity=2 homo_lumo_gap_ev="2.826 / 11.696" charge=-1
C -0.64 2.25 0.31
C -1.06 1.88 1.74
H -1.17 1.60 -0.39
H -0.71 3.33 0.16
H 0.40 1.99 0.09
H -1.15 0.79 1.87
H -0.31 2.06 2.52
H -1.97 2.42 1.98
C 0.89 -1.68 -0.38
C 0.83 -2.42 -1.71
H 0.15 -0.87 -0.25
H 0.29 -2.29 0.35
H 1.82 -1.49 0.14
H 1.61 -3.18 -1.64
H 0.92 -1.79 -2.59
H -0.16 -2.90 -1.79

=====

Run ii
16
Properties=species:S:1:pos:R:3 method="wB97M-V/def2-TZVPD" spin_multiplicity=2 homo_lumo_gap_ev="2.737 / 11.873" charge=-1
C 1.68 -0.52 2.58
C 1.21 -0.44 1.10
H 1.16 -1.38 2.95
H 2.67 -0.73 2.63
H 1.50 0.25 3.20
H 0.88 0.52 0.71
H 0.49 -1.23 1.05
H 2.03 -0.79 0.51
C -2.05 0.82 -1.86
C -0.78 0.27 -1.89
H -2.57 1.14 -0.85
H -2.15 1.78 -2.30
H -2.94 0.10 -2.29
H -0.06 0.92 -1.32
H -0.38 -0.06 -2.94
H -0.67 -0.63 -1.28

=====

Run iii
16
Properties=species:S:1:pos:R:3 method="wB97M-V/def2-TZVPD" spin_multiplicity=2 homo_lumo_gap_ev="2.768 / 11.858" charge=-1
C -1.13 -0.67 1.83
C 0.20 -1.39 1.67
H -1.09 0.30 1.28
H -1.88 -1.22 1.26
H -1.33 -0.24 2.80
H 0.17 -2.30 2.29
H 0.31 -1.83 0.68
H 1.02 -0.74 2.00
C -0.26 1.20 -2.04
C 1.06 0.87 -1.36
H -0.66 2.11 -1.60
H -0.19 1.29 -3.13
H -0.79 0.24 -1.98
H 1.90 1.58 -1.56
H 1.65 0.08 -1.86
H 1.03 0.71 -0.29

=====

Relative to the most stable one, in kJ/mol, the structures come out at run i 0.0; run ii 97.4; run iii 18.3.

=====

Run i
16
Properties=species:S:1:pos:R:3 method="wB97M-V/def2-TZVPD" spin_multiplicity=2 homo_lumo_gap_ev="2.653 / 11.819" charge=-1
C -0.18 -1.43 0.79
C -1.62 -1.02 1.11
H 0.53 -1.49 1.60
H -0.32 -2.34 0.17
H 0.21 -0.83 -0.03
H -2.21 -0.98 0.20
H -2.06 -1.90 1.60
H -1.73 -0.24 1.86
C 0.42 1.49 -0.42
C 1.41 0.98 -1.47
H -0.62 1.23 -0.67
H 0.61 1.16 0.59
H 0.42 2.58 -0.45
H 1.71 -0.06 -1.45
H 0.93 1.17 -2.44
H 2.30 1.59 -1.61

=====

Run ii
16
Properties=species:S:1:pos:R:3 method="wB97M-V/def2-TZVPD" spin_multiplicity=2 homo_lumo_gap_ev="2.839 / 11.816" charge=-1
C 0.70 1.70 0.02
C 0.10 2.28 -1.25
H 1.03 0.62 -0.15
H 1.52 2.26 0.35
H -0.14 1.47 0.61
H 0.83 3.08 -1.54
H -0.72 2.98 -0.96
H 0.00 1.48 -2.11
C -0.45 -2.55 0.15
C -0.41 -1.40 1.11
H -1.39 -2.56 -0.33
H 0.39 -2.37 -0.79
H -0.15 -3.42 0.59
H -0.79 -0.49 0.77
H -1.08 -1.69 2.05
H 0.56 -1.40 1.48

=====

Relative to the most stable one, in kJ/mol, the structures come out at run i 0.0; run ii 104.7.

=====

Run i
13
Properties=species:S:1:pos:R:3 method="wB97M-V/def2-TZVPD" homo_lumo_gap_ev=11.571 charge=+1
C -2.32 0.31 -0.58
N -0.92 -0.23 -0.76
H -2.94 -0.50 -0.95
H -2.52 1.03 -1.37
H -2.44 0.58 0.43
H -0.04 0.17 -0.55
H -0.95 -1.13 -0.35
H -0.82 -0.39 -1.74
O 1.86 -0.01 0.06
C 2.60 -0.38 0.97
O 2.73 0.41 2.08
H 3.17 -1.21 1.06
H 2.59 1.35 1.69

=====

Run ii
13
Properties=species:S:1:pos:R:3 method="wB97M-V/def2-TZVPD" homo_lumo_gap_ev=12.112 charge=+1
N 1.20 -1.83 1.31
H 1.65 -1.78 2.25
H 0.31 -2.35 1.42
H 0.99 -0.81 0.97
H 1.82 -2.35 0.67
O 0.71 0.54 0.35
C -0.29 0.61 -0.40
O -0.58 1.78 -0.98
C -1.31 -0.42 -0.68
H 0.11 2.43 -0.61
H -2.32 -0.11 -0.41
H -1.08 -1.39 -0.18
H -1.30 -0.55 -1.79

=====

Relative to the most stable one, in kJ/mol, the structures come out at run i 132.0; run ii 0.0.

=====

Run i
13
Properties=species:S:1:pos:R:3 method="wB97M-V/def2-TZVPD" homo_lumo_gap_ev=10.567 charge=+1
C -1.36 0.73 -1.95
C -0.95 0.37 -0.72
N -0.01 -0.86 -0.82
O 1.62 -0.61 1.34
O -0.58 1.06 0.34
H -1.51 0.03 -2.77
H -1.59 1.70 -1.81
H 0.85 0.26 1.40
H -0.05 -1.59 -1.59
H -0.10 -1.40 0.12
H 0.88 -0.53 -0.62
H 2.27 -0.19 1.87
H -0.41 0.26 1.01

=====

Run ii
13
Properties=species:S:1:pos:R:3 method="wB97M-V/def2-TZVPD" homo_lumo_gap_ev="9.254 / 5.689" charge=+1
C -2.29 0.33 0.58
C 1.11 0.23 -0.78
N 1.97 -0.41 0.31
O -2.73 -0.50 -0.37
O -0.20 -0.07 -0.71
H -2.46 1.45 0.37
H -2.08 0.02 1.53
H 1.38 1.38 -0.87
H 1.51 -0.35 1.37
H 2.82 0.11 0.48
H 2.23 -1.43 0.08
H -2.92 -0.35 -1.27
H -0.44 -0.91 -0.31

=====

Relative to the most stable one, in kJ/mol, the structures come out at run i 0.0; run ii 179.0.

=====

Run i
9
Properties=species:S:1:pos:R:3 method="wB97M-V/def2-TZVPD" smiles="C#[N+][O-].O=C=O.I" homo_lumo_gap_ev=10.515 charge=0
C 1.18 0.94 -0.75
N 0.98 1.98 -0.28
O 0.91 2.97 0.34
H 1.51 -0.05 -0.77
O -0.12 -1.28 2.32
C 0.54 -1.51 1.45
O 1.22 -1.74 0.59
I -3.68 -1.20 -1.26
H -2.54 -0.11 -1.63

=====

Run ii
9
Properties=species:S:1:pos:R:3 method="wB97M-V/def2-TZVPD" homo_lumo_gap_ev="8.089 / 8.088" charge=0
C 1.49 0.19 0.29
C 3.21 -1.29 0.18
N 0.38 -0.22 -0.21
O 1.89 1.22 0.68
O 3.34 -2.44 0.26
O -0.78 0.60 -0.28
I 4.71 0.23 -0.08
H 0.28 -1.10 -0.58
H -0.30 1.47 -0.53

=====

Run iii
9
Properties=species:S:1:pos:R:3 method="wB97M-V/def2-TZVPD" smiles="O=C=O.O=CNI" homo_lumo_gap_ev=9.196 charge=0
O 1.70 -2.61 2.68
C 0.71 -3.17 2.72
O -0.28 -3.75 2.80
O 0.25 -1.76 0.31
C 0.01 -0.63 -0.01
N 0.82 0.15 -0.74
I 2.58 -0.61 -1.43
H -0.92 -0.10 0.26
H 0.58 1.08 -1.01

=====

Relative to the most stable one, in kJ/mol, the structures come out at run i 300.5; run ii 405.4; run iii 0.0.

=====

Run i
45
Properties=species:S:1:pos:R:3 method="wB97M-V/def2-TZVPD" homo_lumo_gap_ev=6.462 charge=+2
C 0.26 0.82 -6.71
C 1.64 1.38 -7.08
C 0.04 -0.52 -7.41
C -0.83 1.81 -7.12
Cl 0.19 0.56 -4.91
H 0.08 -0.37 -8.50
H -0.95 -0.93 -7.17
H 0.82 -1.24 -7.14
H 1.68 1.53 -8.16
H 2.43 0.68 -6.80
H 1.81 2.35 -6.59
H -0.78 1.96 -8.20
H -0.68 2.78 -6.63
H -1.82 1.43 -6.87
C 1.91 -1.53 1.06
C 0.97 -2.25 0.24
C 1.07 -1.72 -1.09
H 0.43 -3.15 0.52
C 1.99 -0.61 -1.06
C 2.50 -0.50 0.27
H 3.25 0.21 0.62
H 2.26 -1.87 2.04
H 0.62 -2.15 -2.00
H 2.30 -0.04 -1.95
C -2.26 1.07 0.51
C -2.35 -0.15 1.26
C -2.07 -1.25 0.37
H -2.77 -0.26 2.26
C -1.93 -0.71 -0.95
C -2.01 0.74 -0.84
H -2.01 1.42 -1.71
H -2.44 2.05 0.92
H -2.19 -2.30 0.61
H -1.90 -1.27 -1.89
Zr 0.00 -0.11 0.34
C -0.16 -1.06 4.12
C 0.14 0.27 3.56
C 0.29 1.50 4.37
O 0.18 0.38 2.29
H -0.21 -1.01 5.20
H 0.58 -1.82 3.83
H -1.14 -1.41 3.74
H 1.25 2.01 4.23
H -0.53 2.21 4.14
H 0.20 1.22 5.42

=====

Run ii
45
Properties=species:S:1:pos:R:3 method="wB97M-V/def2-TZVPD" homo_lumo_gap_ev=7.023 charge=+2
C -4.52 0.05 -3.59
C -5.48 -0.40 -2.60
C -4.41 1.46 -3.87
C -3.98 -0.91 -4.54
Cl -2.31 -0.38 -1.71
H -5.23 1.65 -4.57
H -3.51 1.77 -4.40
H -4.59 2.12 -3.03
H -6.43 -0.46 -3.12
H -5.64 0.29 -1.78
H -5.30 -1.40 -2.21
H -4.75 -1.02 -5.30
H -3.82 -1.91 -4.14
H -3.09 -0.57 -5.07
C -0.70 1.41 1.99
C -0.54 2.18 0.76
C -1.69 1.93 -0.06
H 0.18 2.98 0.54
C -2.51 0.94 0.65
C -1.90 0.65 1.90
H -2.37 0.01 2.70
H -0.10 1.55 2.91
H -1.99 2.48 -0.94
H -3.50 0.56 0.33
C 1.39 -1.17 -2.14
C 2.08 -0.10 -1.47
C 1.33 1.13 -1.69
H 3.10 -0.13 -1.08
C 0.21 0.79 -2.50
C 0.22 -0.64 -2.74
H -0.50 -1.23 -3.30
H 1.76 -2.20 -2.26
H 1.62 2.15 -1.49
H -0.50 1.48 -2.94
Zr -0.40 0.02 -0.39
C 2.66 0.49 2.09
C 1.94 -0.80 1.89
C 2.35 -1.99 2.67
O 0.95 -0.87 1.11
H 3.47 0.35 2.79
H 1.99 1.23 2.54
H 3.09 0.86 1.16
H 1.50 -2.36 3.23
H 2.65 -2.80 2.01
H 3.17 -1.79 3.35

=====

Relative to the most stable one, in kJ/mol, the structures come out at run i 0.0; run ii 14.7.

=====

Run i
8
Properties=species:S:1:pos:R:3 method="wB97M-V/def2-TZVPD" smiles="C=[SiH]F.F" homo_lumo_gap_ev=9.277 charge=0
C 0.15 0.35 -0.29
Si 1.69 -0.09 0.37
F 2.64 -1.22 -0.24
H -0.47 -0.23 -1.04
H -0.54 1.12 0.32
H 2.55 0.67 1.25
F -2.57 -1.23 -0.10
H -1.77 -1.03 -0.64

=====

Run ii
8
Properties=species:S:1:pos:R:3 method="wB97M-V/def2-TZVPD" homo_lumo_gap_ev=8.437 charge=0
C 0.90 -0.51 1.19
F 2.27 -0.39 1.14
F -2.64 1.28 -1.96
Si -1.69 0.00 -1.54
H 0.76 0.48 1.49
H 0.56 -0.71 0.24
H 0.65 -1.30 1.92
H -1.38 0.65 -0.04

=====

Relative to the most stable one, in kJ/mol, the structures come out at run i 0.0; run ii 53.0.